ORCA calculation (ωB97M-V/def2-TZVPD) on C22H19N5O6RbS2 as an isolated structure at a distorted geometry.

E_LUMO = 0.071 hartree
HOMO-LUMO gap = 0.289 Ha
ΔE to the lowest compared entry with this formula, charge and spin = 44.3 kJ/mol
charge = -1
HOMO = -5.928 eV
calculated total energy = -2395.6280 Ha

Last column: natural (NBO) charge in e.
Atoms and positions in Å:
Rb (-0.027, -0.657, -0.537)  0.92
C (1.171, 3.622, -2.027)  -0.25
N (-0.050, 3.251, -1.342)  -0.61
C (-1.263, 3.615, -2.042)  -0.25
C (-2.383, 2.714, -1.618)  0.40
N (-2.294, 1.420, -1.531)  -0.48
C (-3.574, 1.007, -1.124)  0.07
C (-4.027, -0.275, -0.812)  -0.19
C (-5.341, -0.405, -0.408)  -0.22
C (-6.192, 0.712, -0.308)  -0.21
C (-5.749, 1.990, -0.598)  -0.28
C (-4.420, 2.103, -1.001)  0.15
N (-3.626, 3.197, -1.323)  -0.56
C (2.288, 2.715, -1.604)  0.38
N (2.220, 1.417, -1.604)  -0.50
C (3.489, 0.999, -1.171)  0.14
C (3.964, -0.292, -0.946)  -0.17
C (5.261, -0.429, -0.496)  -0.23
C (6.077, 0.695, -0.267)  -0.20
C (5.616, 1.981, -0.475)  -0.26
C (4.304, 2.098, -0.929)  0.09
N (3.504, 3.198, -1.213)  -0.54
H (1.450, 4.659, -1.816)  0.18
H (1.065, 3.548, -3.120)  0.18
H (-0.048, 2.266, -1.122)  0.40
H (-1.147, 3.533, -3.133)  0.18
H (-1.544, 4.654, -1.842)  0.18
H (-3.359, -1.127, -0.830)  0.27
H (-5.713, -1.385, -0.140)  0.22
H (-7.215, 0.569, 0.018)  0.20
H (-6.403, 2.848, -0.504)  0.21
H (-3.876, 4.167, -1.280)  0.41
H (3.323, -1.152, -1.066)  0.25
H (5.644, -1.419, -0.286)  0.22
H (7.086, 0.547, 0.097)  0.20
H (6.243, 2.842, -0.280)  0.21
H (3.728, 4.166, -1.079)  0.41
O (1.957, -1.599, 0.804)  -1.05
S (1.270, -1.378, 2.074)  2.40
O (2.147, -1.087, 3.180)  -1.01
O (0.141, -0.465, 1.948)  -1.04
C (0.548, -2.993, 2.471)  -0.22
C (0.960, -3.492, 3.705)  -0.23
C (0.551, -4.732, 4.173)  -0.23
C (-0.285, -5.507, 3.403)  -0.23
C (-0.721, -5.033, 2.175)  -0.20
C (-0.334, -3.789, 1.680)  -0.34
S (-1.110, -3.385, 0.090)  2.42
O (-1.925, -4.533, -0.223)  -1.01
O (-1.874, -2.171, 0.368)  -1.05
O (-0.022, -3.151, -0.852)  -1.04
H (1.624, -2.883, 4.300)  0.24
H (0.896, -5.086, 5.137)  0.20
H (-0.612, -6.480, 3.749)  0.20
H (-1.391, -5.629, 1.575)  0.24

ORCA calculation (ωB97M-V/def2-TZVPD) on one molecule with the formula C4H5NO at a distorted geometry.

E_LUMO = 0.014 hartree
HOMO-LUMO gap = 0.404 Ha
ΔE to the lowest compared entry with this formula, charge and spin = 108.3 kJ/mol
HOMO = -10.591 eV
calculated total energy = -285.3734 Ha

Last column: natural (NBO) charge in e.
Atoms and positions in Å:
C (-0.959, -0.769, 0.508)  -0.58
C (0.201, 0.246, 0.380)  -0.42
C (1.386, -0.157, -0.526)  0.44
O (1.411, 0.087, -1.702)  -0.47
C (-0.380, 1.376, -0.351)  0.27
N (-0.798, 2.014, -1.220)  -0.29
H (-1.773, -0.270, 1.047)  0.23
H (-1.328, -1.015, -0.491)  0.23
H (-0.699, -1.683, 1.047)  0.22
H (0.601, 0.465, 1.379)  0.25
H (2.254, -0.624, -0.028)  0.12

ORCA calculation (ωB97M-V/def2-TZVPD) on a 2-piece molecular cluster, C4H12O2 overall at a distorted geometry.

E_LUMO = 0.038 hartree
HOMO-LUMO gap = 0.400 Ha
ΔE to the lowest compared entry with this formula, charge and spin = 80.0 kJ/mol
HOMO = -9.864 eV
calculated total energy = -310.0424 Ha

Last column: natural (NBO) charge in e.
Atoms and positions in Å:
O (0.516, 1.971, 1.271)  -0.54
C (-0.175, 2.197, 2.522)  -0.26
C (-0.368, 0.609, -2.101)  -0.61
C (-0.414, 1.568, 0.258)  -0.07
C (0.417, 0.903, -0.863)  -0.41
H (-1.013, 2.911, 2.453)  0.17
H (0.584, 2.610, 3.208)  0.19
H (-0.553, 1.251, 2.945)  0.17
H (-0.806, 1.546, -2.484)  0.20
H (-1.175, -0.134, -1.987)  0.20
H (0.356, 0.230, -2.842)  0.21
H (-0.972, 2.380, -0.248)  0.16
H (-1.154, 0.833, 0.629)  0.16
H (1.009, 0.022, -0.550)  0.21
H (1.124, 1.664, -1.246)  0.20
O (0.599, -6.603, -0.175)  -0.94
H (1.527, -6.395, -0.428)  0.47
H (0.500, -7.564, -0.362)  0.47

ORCA calculation (ωB97M-V/def2-TZVPD) on an isolated ion of composition C4H11N2O2 and charge +1 at a distorted geometry.

E_LUMO = -0.129 hartree
HOMO-LUMO gap = 0.385 Ha
ΔE to the lowest compared entry with this formula, charge and spin = 168.1 kJ/mol
charge = +1
HOMO = -13.978 eV
calculated total energy = -418.7358 Ha

Last column: natural (NBO) charge in e.
Atoms and positions in Å:
O (-1.085, -2.341, 0.043)  -0.59
C (-1.560, -1.317, 0.488)  0.77
O (-2.765, -1.307, 1.042)  -0.65
C (-0.992, 0.099, 0.220)  -0.14
C (0.439, -0.043, 0.915)  -0.48
C (1.608, 0.800, 0.482)  -0.22
N (1.642, 1.003, -1.089)  -0.74
N (-0.832, 0.331, -1.187)  -0.86
H (-2.932, -2.350, 1.251)  0.52
H (-1.499, 0.942, 0.583)  0.23
H (0.703, -1.105, 0.993)  0.25
H (0.237, 0.147, 2.016)  0.26
H (2.599, 0.230, 0.854)  0.25
H (1.551, 1.760, 0.940)  0.23
H (1.807, 0.089, -1.524)  0.43
H (2.544, 1.537, -1.395)  0.45
H (0.686, 1.427, -1.305)  0.49
H (-1.756, 0.508, -1.673)  0.41
H (-0.397, -0.409, -1.656)  0.37

ORCA calculation (ωB97M-V/def2-TZVPD) on a 9-piece molecular cluster, C36H45F27O18 overall at a distorted geometry.

E_LUMO = 0.014 hartree
HOMO-LUMO gap = 0.414 Ha
ΔE to the lowest compared entry with this formula, charge and spin = 39.8 kJ/mol
HOMO = -10.892 eV
calculated total energy = -5449.6438 Ha

Last column: Löwdin charge in e.
Atoms and positions in Å:
C (-1.298, -3.422, 2.303)  -0.05
C (-0.282, -4.484, 1.934)  -0.19
O (-0.304, -4.718, 0.522)  0.04
C (0.784, -4.509, -0.189)  -0.40
O (1.845, -4.133, 0.206)  0.17
C (0.578, -4.920, -1.660)  -0.55
F (1.325, -4.165, -2.467)  0.17
F (0.962, -6.195, -1.817)  0.17
F (-0.693, -4.833, -2.073)  0.15
H (-1.490, -3.520, 3.374)  0.08
H (-2.247, -3.555, 1.791)  0.08
H (-0.881, -2.429, 2.139)  0.06
H (-0.526, -5.418, 2.448)  0.13
H (0.718, -4.278, 2.315)  0.12
C (-1.109, -1.397, -2.154)  -0.03
C (-1.461, -0.899, -0.778)  -0.21
O (-0.306, -0.860, 0.049)  0.04
C (0.222, 0.286, 0.425)  -0.41
O (-0.198, 1.379, 0.184)  0.17
C (1.450, 0.075, 1.324)  -0.54
F (1.074, 0.218, 2.606)  0.16
F (2.015, -1.109, 1.139)  0.18
F (2.373, 1.016, 1.097)  0.15
H (-1.985, -1.412, -2.803)  0.07
H (-0.720, -2.413, -2.118)  0.06
H (-0.362, -0.790, -2.671)  0.09
H (-2.186, -1.554, -0.289)  0.13
H (-2.015, 0.037, -0.835)  0.08
C (2.980, 1.469, -1.868)  -0.05
C (2.715, 1.977, -3.274)  -0.18
O (1.456, 2.686, -3.300)  0.03
C (1.480, 3.936, -2.882)  -0.41
O (2.424, 4.543, -2.477)  0.17
C (0.071, 4.559, -2.952)  -0.54
F (-0.726, 3.983, -3.846)  0.17
F (-0.487, 4.382, -1.730)  0.15
F (0.131, 5.861, -3.198)  0.18
H (3.735, 0.682, -1.913)  0.09
H (2.033, 1.085, -1.501)  0.07
H (3.375, 2.241, -1.213)  0.08
H (2.600, 1.179, -4.005)  0.13
H (3.513, 2.611, -3.665)  0.12
C (-8.693, -5.595, -4.820)  -0.06
C (-7.708, -5.519, -3.671)  -0.22
O (-6.611, -4.728, -4.107)  0.04
C (-5.588, -4.610, -3.280)  -0.40
O (-5.455, -5.170, -2.236)  0.18
C (-4.524, -3.622, -3.808)  -0.54
F (-4.383, -2.643, -2.888)  0.15
F (-3.353, -4.204, -3.979)  0.19
F (-4.918, -3.035, -4.940)  0.16
H (-9.544, -6.227, -4.572)  0.08
H (-8.206, -5.935, -5.730)  0.08
H (-9.113, -4.601, -4.999)  0.08
H (-7.379, -6.532, -3.413)  0.13
H (-8.174, -5.180, -2.744)  0.13
C (6.656, 0.576, 8.204)  -0.06
C (6.466, -0.555, 7.232)  -0.20
O (5.100, -0.552, 6.789)  0.04
C (4.853, -1.139, 5.632)  -0.40
O (5.621, -1.762, 4.969)  0.18
C (3.388, -0.912, 5.191)  -0.54
F (2.777, -2.095, 5.109)  0.17
F (2.708, -0.125, 6.030)  0.16
F (3.359, -0.320, 3.994)  0.16
H (7.690, 0.608, 8.564)  0.09
H (6.052, 0.521, 9.109)  0.08
H (6.535, 1.545, 7.717)  0.06
H (6.671, -1.520, 7.694)  0.13
H (7.139, -0.421, 6.386)  0.13
C (-5.256, 0.857, -7.060)  -0.05
C (-4.357, 2.012, -6.642)  -0.18
O (-4.306, 2.121, -5.203)  0.04
C (-3.468, 1.330, -4.576)  -0.40
O (-2.771, 0.485, -5.067)  0.16
C (-3.450, 1.544, -3.051)  -0.55
F (-3.893, 0.421, -2.461)  0.15
F (-2.217, 1.787, -2.636)  0.18
F (-4.244, 2.547, -2.662)  0.17
H (-5.453, 0.950, -8.127)  0.08
H (-6.193, 0.938, -6.510)  0.08
H (-4.775, -0.092, -6.837)  0.07
H (-4.809, 2.957, -6.932)  0.12
H (-3.348, 1.912, -7.035)  0.13
C (-8.293, 1.586, 0.838)  -0.06
C (-7.329, 1.496, 2.002)  -0.20
O (-6.000, 1.625, 1.454)  0.03
C (-5.018, 1.090, 2.170)  -0.39
O (-5.136, 0.443, 3.164)  0.17
C (-3.642, 1.396, 1.540)  -0.54
F (-2.853, 0.327, 1.673)  0.17
F (-3.736, 1.685, 0.247)  0.17
F (-3.073, 2.412, 2.199)  0.18
H (-8.227, 0.686, 0.225)  0.08
H (-8.025, 2.425, 0.199)  0.08
H (-9.312, 1.666, 1.214)  0.08
H (-7.447, 0.582, 2.580)  0.12
H (-7.470, 2.305, 2.724)  0.13
C (1.120, 3.756, 4.072)  -0.05
C (2.399, 3.100, 3.590)  -0.21
O (3.517, 3.653, 4.295)  0.05
C (4.686, 3.104, 4.032)  -0.40
O (4.929, 2.334, 3.153)  0.18
C (5.782, 3.583, 5.010)  -0.54
F (6.547, 4.503, 4.412)  0.17
F (5.268, 4.109, 6.123)  0.17
F (6.563, 2.557, 5.362)  0.16
H (0.281, 3.191, 3.668)  0.08
H (1.042, 4.786, 3.724)  0.08
H (1.069, 3.761, 5.161)  0.08
H (2.485, 3.275, 2.517)  0.13
H (2.353, 2.025, 3.749)  0.10
C (6.490, 2.328, -2.574)  -0.06
C (7.344, 1.777, -1.464)  -0.20
O (6.528, 0.943, -0.634)  0.03
C (7.124, 0.254, 0.321)  -0.40
O (8.297, 0.248, 0.545)  0.17
C (6.140, -0.624, 1.106)  -0.54
F (6.481, -0.610, 2.396)  0.17
F (4.874, -0.221, 1.006)  0.16
F (6.221, -1.881, 0.657)  0.17
H (5.556, 2.774, -2.218)  0.07
H (6.081, 1.521, -3.192)  0.08
H (7.039, 3.064, -3.153)  0.08
H (7.769, 2.583, -0.863)  0.13
H (8.167, 1.169, -1.842)  0.13

Question: Which of these has the lowest ΔE to the lowest compared entry with this formula, charge and spin?
Answer: C36H45F27O18

Question: Number 5 is which compound?
Answer: C36H45F27O18

Question: What is the calculated total energy in the third record?
Answer: -310.0424 Ha

Question: Which of these has the highest E_LUMO?
Answer: C22H19N5O6RbS2